No. 1
Below is a 13-piece molecular cluster, C39H72O39 overall in a non-equilibrium geometry, with properties calculated with the ωB97M-V functional and the def2-TZVPD basis.

Element x y z (Å)
C 0.656 0.755 -6.563
C 1.040 1.388 -7.863
O 1.610 0.337 -8.578
C 1.905 -0.654 -7.742
O 2.548 -1.622 -8.068
O 1.381 -0.443 -6.537
H -0.400 0.487 -6.510
H 0.939 1.460 -5.781
H 1.522 2.366 -7.883
H 0.093 1.630 -8.344
C -2.005 4.709 -2.426
C -2.309 3.266 -2.819
O -1.608 3.093 -4.001
C -0.879 4.186 -4.318
O 0.097 4.178 -5.091
O -1.237 5.179 -3.564
H -1.329 4.721 -1.570
H -2.818 5.356 -2.097
H -3.393 3.223 -2.915
H -1.879 2.590 -2.079
C 2.542 -3.349 3.337
C 2.671 -4.444 2.376
O 2.729 -3.843 1.136
C 2.965 -2.579 1.208
O 2.976 -1.770 0.278
O 2.959 -2.262 2.514
H 3.182 -3.543 4.197
H 1.559 -3.066 3.714
H 1.824 -5.094 2.594
H 3.632 -4.918 2.575
C -1.383 -2.317 4.732
O -2.455 -1.386 5.025
C -3.067 -0.665 4.147
O -2.926 -0.660 2.937
O -4.036 0.057 4.804
C -4.897 1.035 4.139
H -1.944 -3.163 4.334
H -1.017 -2.620 5.713
H -0.667 -1.897 4.026
H -4.463 2.028 4.253
H -5.926 1.012 4.497
H -4.915 0.988 3.051
C -1.348 -2.557 -7.963
O -1.666 -2.460 -6.568
C -2.206 -3.367 -5.842
O -2.526 -4.472 -6.299
O -2.299 -2.797 -4.599
C -2.609 -3.497 -3.419
H -1.005 -1.586 -8.319
H -2.211 -2.706 -8.613
H -0.682 -3.411 -8.084
H -3.339 -4.245 -3.728
H -3.127 -2.937 -2.640
H -1.744 -4.089 -3.119
C 1.452 -2.129 8.418
O 0.884 -0.937 7.852
C 1.056 -0.728 6.493
O 1.534 -1.497 5.629
O 0.496 0.466 6.188
C 0.641 0.933 4.837
H 2.408 -2.417 7.981
H 0.806 -3.007 8.435
H 1.652 -1.922 9.469
H 1.108 1.918 4.827
H -0.387 0.979 4.477
H 1.248 0.359 4.136
C 8.232 1.028 4.620
O 6.900 0.649 4.219
C 6.393 1.070 3.071
O 7.045 1.731 2.211
O 5.124 0.667 3.048
C 4.412 0.565 1.877
H 9.043 0.626 4.012
H 8.321 0.340 5.460
H 8.369 2.067 4.919
H 4.736 -0.343 1.368
H 4.517 1.455 1.255
H 3.365 0.302 2.027
C -4.655 -4.412 1.861
O -3.828 -4.946 0.769
C -2.588 -4.369 0.644
O -2.061 -3.612 1.498
O -2.108 -4.855 -0.445
C -0.714 -4.871 -0.568
H -5.546 -5.029 1.983
H -4.913 -3.399 1.554
H -4.096 -4.257 2.784
H -0.313 -5.883 -0.621
H -0.151 -4.422 0.251
H -0.430 -4.242 -1.412
C -4.050 -0.203 -0.297
O -4.284 0.490 -1.596
C -5.447 0.650 -2.066
O -6.393 -0.097 -1.802
O -5.404 1.741 -2.896
C -6.640 2.264 -3.367
H -3.039 -0.169 0.109
H -4.123 -1.274 -0.484
H -4.647 0.064 0.575
H -6.769 3.252 -3.810
H -7.227 2.260 -2.449
H -7.065 1.435 -3.933
C -1.121 0.264 -3.340
O -1.052 -0.676 -2.239
C -0.221 -0.330 -1.177
O 0.540 0.667 -1.114
O -0.478 -1.299 -0.308
C -0.236 -1.024 1.093
H -2.062 0.806 -3.431
H -1.053 -0.316 -4.261
H -0.361 1.040 -3.433
H -0.149 -1.954 1.655
H -1.089 -0.511 1.538
H 0.671 -0.522 1.432
C 3.665 1.103 -2.068
O 4.943 1.298 -1.532
C 6.032 0.548 -1.613
O 6.927 0.679 -0.794
O 5.974 -0.288 -2.641
C 7.237 -0.770 -3.169
H 3.115 0.740 -1.199
H 3.579 0.389 -2.887
H 3.164 2.055 -2.244
H 7.817 0.130 -3.372
H 6.977 -1.189 -4.141
H 7.703 -1.473 -2.478
C 3.658 3.055 4.609
O 3.743 3.404 3.176
C 2.708 3.266 2.381
O 1.542 3.161 2.733
O 3.203 3.465 1.168
C 2.186 3.320 0.182
H 4.418 3.625 5.144
H 3.959 2.028 4.815
H 2.626 3.173 4.940
H 1.733 2.364 -0.080
H 2.811 3.661 -0.644
H 1.422 4.079 0.349
C -1.514 2.732 1.254
O -2.923 2.556 1.311
C -3.799 3.310 0.612
O -3.575 4.399 0.153
O -5.058 2.761 0.768
C -6.169 3.430 0.220
H -1.203 3.338 0.403
H -1.080 1.732 1.242
H -1.093 3.163 2.162
H -6.504 2.835 -0.630
H -5.966 4.421 -0.187
H -7.029 3.438 0.889

Output
HOMO energy in hartree: -0.3617
LUMO in eV: 0.16
ΔE to the lowest compared entry with this formula, charge and spin in kcal/mol: 157.75
Electronic energy in hartree: -4463.4540
Kohn-Sham gap in eV: 10.01

=====

No. 2
Below is a 5-piece molecular cluster, C39H77N6O10S overall in a non-equilibrium geometry, with properties calculated with the ωB97M-V functional and the def2-TZVPD basis.

Element x y z (Å)
C 3.111 -0.489 -1.194
C 3.897 0.620 -1.433
C 3.394 1.683 -2.403
C 4.615 2.403 -3.105
N 4.446 2.176 -4.568
C 5.296 1.448 -5.077
O 5.972 0.705 -5.620
C 4.315 3.916 -2.894
C 3.540 3.857 -1.585
S 3.028 5.355 -0.727
N 2.501 2.802 -1.849
C 1.375 3.098 -2.770
C 0.116 3.608 -2.053
O 0.165 4.359 -1.113
C -1.188 3.144 -2.611
C -1.342 3.145 -3.995
C -2.532 2.690 -4.539
C -3.541 2.246 -3.698
C -3.387 2.248 -2.323
C -2.199 2.702 -1.768
H 2.183 -0.445 -0.619
H 3.366 -1.457 -1.615
H 4.870 0.718 -0.965
H 2.971 1.110 -3.216
H 5.584 2.121 -2.710
H 5.171 4.538 -2.643
H 3.801 4.338 -3.749
H 4.204 3.323 -0.903
H 4.051 5.431 0.140
H 2.195 2.415 -0.955
H 1.098 2.196 -3.306
H 1.661 3.808 -3.543
H -0.549 3.481 -4.652
H -2.657 2.661 -5.612
H -4.461 1.871 -4.126
H -4.144 1.883 -1.644
H -2.007 2.719 -0.704
C -11.261 3.264 -4.941
O -10.706 4.094 -5.941
C -10.432 5.428 -5.532
C -8.953 5.669 -5.294
N -8.468 4.988 -4.099
C -7.016 4.848 -3.993
C -6.217 4.247 -5.149
O -6.371 2.851 -5.344
C -7.596 2.454 -5.937
H -11.690 2.394 -5.437
H -10.504 2.903 -4.236
H -12.052 3.776 -4.388
H -11.031 5.708 -4.661
H -10.740 6.069 -6.362
H -8.785 6.745 -5.181
H -8.427 5.342 -6.198
H -8.879 4.067 -4.052
H -6.828 4.229 -3.112
H -6.600 5.837 -3.774
H -5.161 4.381 -4.897
H -6.369 4.783 -6.093
H -7.908 3.136 -6.731
H -8.379 2.361 -5.183
H -7.449 1.465 -6.370
C 4.184 -5.865 4.320
O 4.855 -6.141 3.107
C 4.292 -7.195 2.333
C 3.510 -6.681 1.138
N 2.265 -6.031 1.532
C 1.637 -5.183 0.518
C 2.454 -4.097 -0.177
O 2.787 -2.970 0.619
C 3.817 -3.194 1.571
H 4.855 -5.273 4.941
H 3.272 -5.277 4.164
H 3.931 -6.783 4.857
H 3.689 -7.865 2.952
H 5.136 -7.773 1.950
H 3.276 -7.523 0.480
H 4.175 -6.002 0.590
H 2.431 -5.468 2.354
H 0.793 -4.691 1.004
H 1.216 -5.837 -0.254
H 1.823 -3.702 -0.980
H 3.352 -4.492 -0.669
H 4.617 -3.820 1.171
H 3.402 -3.631 2.481
H 4.241 -2.229 1.849
C 6.017 0.164 3.010
O 5.731 -1.107 3.550
C 6.848 -1.775 4.134
C 6.824 -1.734 5.649
N 7.095 -0.401 6.171
C 6.730 -0.178 7.573
C 5.324 -0.522 8.062
O 4.291 0.341 7.621
C 3.894 0.175 6.277
H 5.190 0.433 2.349
H 6.084 0.937 3.782
H 6.943 0.155 2.428
H 7.792 -1.392 3.734
H 6.764 -2.823 3.831
H 7.583 -2.425 6.030
H 5.842 -2.109 5.964
H 6.609 0.281 5.608
H 6.893 0.884 7.769
H 7.448 -0.724 8.195
H 5.339 -0.409 9.148
H 5.055 -1.568 7.874
H 3.860 -0.878 5.984
H 4.549 0.737 5.605
H 2.893 0.593 6.174
C -0.714 -2.341 3.250
O -1.111 -3.185 2.188
C -2.201 -4.056 2.478
C -3.499 -3.588 1.852
N -4.022 -2.390 2.497
C -5.043 -1.656 1.748
C -4.787 -1.246 0.298
O -3.848 -0.198 0.111
C -2.495 -0.566 0.283
H 0.280 -1.960 3.012
H -1.381 -1.481 3.366
H -0.661 -2.886 4.197
H -2.305 -4.214 3.555
H -1.946 -5.019 2.028
H -4.240 -4.388 1.939
H -3.301 -3.430 0.785
H -3.259 -1.758 2.693
H -5.243 -0.743 2.313
H -5.965 -2.246 1.774
H -5.730 -0.849 -0.083
H -4.541 -2.098 -0.347
H -2.279 -1.551 -0.137
H -2.212 -0.531 1.337
H -1.882 0.173 -0.238

Output
HOMO energy in hartree: -0.3699
LUMO in eV: -3.99
Net charge: +1
Electronic energy in hartree: -3010.7349
Kohn-Sham gap in eV: 6.08

=====

No. 3
Below is a 13-piece molecular cluster, C39H78O13 overall in a non-equilibrium geometry, with properties calculated with the ωB97M-V functional and the def2-TZVPD basis.

Element x y z (Å)
C 3.057 0.521 6.593
C 3.851 -0.807 6.718
O 3.265 -1.844 6.922
C 5.323 -0.779 6.405
H 2.006 0.340 6.819
H 3.157 0.915 5.582
H 3.517 1.328 7.164
H 5.657 -1.801 6.226
H 6.018 -0.349 7.127
H 5.536 -0.231 5.487
C -6.475 0.491 -1.723
C -7.586 0.327 -2.701
O -7.381 0.019 -3.887
C -9.023 0.435 -2.191
H -6.827 0.604 -0.697
H -5.799 1.265 -2.085
H -5.934 -0.447 -1.598
H -9.273 1.489 -2.071
H -9.159 -0.119 -1.262
H -9.702 0.124 -2.985
C 3.158 -5.320 1.888
C 4.200 -6.392 1.696
O 4.455 -6.817 0.573
C 4.909 -7.040 2.908
H 2.419 -5.717 2.584
H 2.640 -5.028 0.975
H 3.591 -4.418 2.320
H 5.626 -7.792 2.578
H 4.170 -7.513 3.555
H 5.437 -6.250 3.442
C 2.064 6.114 -4.068
C 1.424 7.338 -4.643
O 0.583 7.243 -5.474
C 1.883 8.679 -4.151
H 3.149 6.175 -4.149
H 1.571 5.247 -4.508
H 1.836 6.145 -3.003
H 2.283 9.327 -4.931
H 2.594 8.598 -3.329
H 1.016 9.251 -3.823
C -1.386 7.327 8.220
C -1.571 6.743 6.871
O -2.717 6.654 6.400
C -0.369 6.130 6.174
H -0.786 6.654 8.832
H -2.308 7.622 8.722
H -0.706 8.166 8.070
H -0.655 5.995 5.131
H -0.115 5.158 6.597
H 0.577 6.664 6.263
C 0.004 1.462 -0.245
C 1.232 0.570 -0.452
O 2.111 0.363 0.405
C 1.398 -0.117 -1.831
H -0.916 0.878 -0.244
H -0.180 2.184 -1.041
H -0.011 1.964 0.723
H 2.397 -0.545 -1.916
H 1.302 0.629 -2.620
H 0.681 -0.937 -1.887
C 8.600 -5.893 -2.926
C 7.538 -5.188 -3.732
O 7.119 -5.648 -4.783
C 6.934 -3.924 -3.206
H 8.272 -6.198 -1.932
H 9.468 -5.239 -2.844
H 8.875 -6.848 -3.374
H 7.663 -3.126 -3.065
H 6.471 -4.172 -2.251
H 6.130 -3.629 -3.881
C -3.765 -6.167 0.010
C -3.499 -5.072 -1.002
O -2.622 -4.198 -0.793
C -4.481 -4.942 -2.121
H -3.217 -6.052 0.945
H -3.484 -7.095 -0.488
H -4.794 -6.028 0.339
H -5.529 -4.884 -1.826
H -4.440 -5.827 -2.756
H -4.181 -4.166 -2.826
C -4.226 8.332 -2.148
C -3.636 7.263 -1.228
O -3.621 6.078 -1.517
C -2.940 7.800 -0.001
H -3.441 8.975 -2.546
H -4.910 8.947 -1.563
H -4.851 7.834 -2.890
H -2.261 7.104 0.492
H -3.713 8.208 0.650
H -2.284 8.627 -0.271
C 2.521 -8.641 -4.439
C 1.306 -7.833 -4.048
O 0.255 -8.452 -3.810
C 1.392 -6.339 -4.033
H 3.323 -8.484 -3.718
H 2.946 -8.212 -5.347
H 2.185 -9.668 -4.582
H 1.731 -5.996 -3.055
H 0.420 -5.867 -4.176
H 2.114 -6.005 -4.778
C -5.910 3.961 3.099
C -7.150 3.463 3.697
O -8.136 3.154 3.045
C -7.280 3.423 5.224
H -5.041 3.442 3.504
H -5.744 5.024 3.274
H -5.933 3.808 2.020
H -8.188 2.906 5.533
H -7.305 4.416 5.674
H -6.463 2.935 5.755
C -1.638 -2.806 4.668
C -2.466 -1.573 5.041
O -2.901 -0.789 4.236
C -2.747 -1.366 6.513
H -1.193 -2.778 3.674
H -2.295 -3.675 4.636
H -0.776 -2.967 5.316
H -3.009 -0.312 6.606
H -1.891 -1.591 7.149
H -3.619 -1.946 6.815
C 5.909 0.036 -9.399
C 5.049 0.120 -8.165
O 5.289 0.912 -7.310
C 3.837 -0.833 -8.124
H 6.867 0.549 -9.308
H 5.379 0.453 -10.255
H 6.103 -0.994 -9.697
H 4.194 -1.809 -7.794
H 3.279 -0.905 -9.058
H 3.197 -0.507 -7.304

Output
HOMO energy in hartree: -0.3436
LUMO in eV: 0.17
ΔE to the lowest compared entry with this formula, charge and spin in kcal/mol: 69.64
Electronic energy in hartree: -2510.8012
Kohn-Sham gap in eV: 9.52

=====

What is the LUMO in the first record?
0.16 eV